67
Properties=species:S:1:pos:R:3 method="wB97M-V/def2-TZVPD" e_homo_ev=-4.378 charge=-1 orbital_gap_ev=6.62 de_lowest_kcal_mol=7.7
Li 0.06 0.04 -0.59
C -1.96 -3.38 -1.01
P -1.34 -1.97 0.02
C -2.96 -1.13 0.30
C -3.66 -0.94 1.49
C -4.74 -0.07 1.54
C -5.14 0.62 0.41
C -4.46 0.43 -0.78
C -3.38 -0.42 -0.83
C -0.86 -2.61 1.64
C -0.73 -1.67 2.67
C -0.12 -2.01 3.86
C 0.39 -3.28 4.04
C 0.29 -4.22 3.02
C -0.33 -3.88 1.83
P -3.23 -4.69 -0.66
C -2.25 -6.11 -0.05
C -2.82 -7.00 0.86
C -2.20 -8.19 1.17
C -0.99 -8.53 0.57
C -0.43 -7.67 -0.35
C -1.06 -6.48 -0.67
C -4.12 -4.16 0.85
C -5.40 -3.66 0.64
C -6.20 -3.29 1.71
C -5.72 -3.42 3.00
C -4.44 -3.91 3.22
C -3.64 -4.28 2.15
H -1.05 -3.91 -1.30
H -2.32 -2.87 -1.91
H -3.35 -1.47 2.38
H -5.26 0.06 2.47
H -5.98 1.30 0.46
H -4.76 0.97 -1.67
H -2.80 -0.53 -1.74
H -1.07 -0.66 2.50
H -0.02 -1.27 4.65
H 0.90 -3.54 4.96
H 0.71 -5.21 3.15
H -0.35 -4.60 1.02
H -3.77 -6.76 1.31
H -2.66 -8.87 1.88
H -0.50 -9.46 0.82
H 0.50 -7.93 -0.84
H -0.60 -5.83 -1.41
H -5.76 -3.57 -0.37
H -7.20 -2.91 1.53
H -6.35 -3.15 3.84
H -4.06 -4.01 4.23
H -2.64 -4.66 2.33
C -0.67 2.40 -2.34
C -1.28 2.44 -1.00
N -1.01 1.63 0.00
C -1.78 2.02 1.05
C -2.54 3.09 0.69
N -2.21 3.35 -0.61
H -0.07 1.49 -2.42
H -0.04 3.27 -2.51
H -1.45 2.37 -3.11
H -1.74 1.50 1.98
H -3.25 3.67 1.23
H -2.61 4.07 -1.19
O 2.22 -2.16 -2.90
Se 1.20 -1.65 -1.80
O -0.15 -0.98 -2.46
O 1.79 -0.42 -0.89
O 0.74 -2.85 -0.80

71
Properties=species:S:1:pos:R:3 method="wB97M-V/def2-TZVPD" e_homo_ev="-7.903 / -8.016" charge=0 orbital_gap_ev="6.69 / 7.81" spin_multiplicity=5 s_squared=6.095 de_lowest_kcal_mol=9.1
Mn -0.26 -0.32 -0.45
C 1.74 -3.70 0.77
O 2.91 -3.07 1.30
C 3.24 -1.81 0.92
C 4.59 -1.53 0.86
C 5.07 -0.27 0.54
C 4.18 0.74 0.27
C 2.80 0.49 0.30
C 1.90 1.59 0.05
N 0.65 1.43 -0.19
N -0.19 2.52 -0.25
C -1.42 2.09 -0.08
O -1.68 0.85 0.19
C -2.54 3.04 -0.22
C -3.84 2.54 -0.24
C -4.91 3.41 -0.41
C -4.68 4.77 -0.57
C -3.39 5.26 -0.56
C -2.32 4.40 -0.38
C 2.29 -0.78 0.65
O 1.01 -1.01 0.77
H 1.87 -4.77 0.95
H 1.65 -3.53 -0.31
H 0.84 -3.34 1.26
H 5.27 -2.35 1.08
H 6.14 -0.09 0.51
H 4.53 1.74 0.02
H 2.28 2.61 0.10
H -3.99 1.47 -0.13
H -5.92 3.02 -0.43
H -5.52 5.44 -0.71
H -3.21 6.32 -0.68
H -1.30 4.77 -0.37
C -1.12 -8.53 0.28
C -1.35 -7.12 -0.18
C -1.72 -6.84 -1.49
C -1.94 -5.53 -1.90
C -1.80 -4.50 -1.00
C -1.44 -4.75 0.31
C -1.21 -6.06 0.72
S -2.09 -2.81 -1.50
O -2.94 -2.22 -0.52
O -2.48 -2.86 -2.89
N -0.65 -2.08 -1.33
C 0.36 -2.16 -2.25
C 0.54 -3.12 -3.26
C 1.66 -3.00 -4.06
C 2.56 -1.97 -3.86
C 2.31 -1.06 -2.85
N 1.24 -1.16 -2.06
H -0.98 -9.20 -0.56
H -1.98 -8.89 0.85
H -0.25 -8.60 0.93
H -1.83 -7.65 -2.19
H -2.24 -5.31 -2.92
H -1.36 -3.93 1.02
H -0.93 -6.26 1.75
H -0.18 -3.91 -3.40
H 1.83 -3.73 -4.84
H 3.45 -1.86 -4.48
H 2.98 -0.23 -2.64
N -1.61 2.74 -4.89
C -2.46 1.69 -4.33
C -1.73 0.97 -3.21
O -2.27 0.30 -2.38
O -0.40 1.14 -3.21
H -1.88 2.98 -5.84
H -0.16 1.70 -3.96
H -1.67 3.59 -4.34
H -2.65 0.94 -5.11
H -3.43 2.01 -3.95

60
Properties=species:S:1:pos:R:3 method="wB97M-V/def2-TZVPD" e_homo_ev=-6.306 charge=0 orbital_gap_ev=3.77
C 3.68 -1.87 3.08
C 2.85 -0.62 2.89
O 1.54 -1.05 2.41
C 0.70 -0.03 2.06
C -0.63 -0.56 1.74
C -1.63 0.47 1.55
O -1.63 1.32 0.66
C -2.82 0.42 2.53
C -3.90 -0.58 2.10
C -3.38 -1.96 1.68
C -2.28 -2.46 2.60
C -0.88 -1.85 2.43
O 1.06 1.15 2.09
H 4.66 -1.58 3.46
H 3.22 -2.55 3.80
H 3.81 -2.40 2.13
H 2.72 -0.08 3.84
H 3.30 0.05 2.15
H -2.44 0.18 3.53
H -3.27 1.42 2.55
H -4.59 -0.72 2.94
H -4.49 -0.15 1.29
H -4.22 -2.67 1.74
H -3.05 -1.97 0.63
H -2.58 -2.30 3.64
H -2.17 -3.55 2.49
H -0.23 -2.62 1.97
H -0.49 -1.74 3.46
C 0.37 0.55 -1.53
C 1.45 -0.40 -1.51
C 2.46 -0.31 -0.53
C 3.57 -1.14 -0.56
C 3.75 -2.05 -1.61
C 2.78 -2.12 -2.63
C 1.64 -1.34 -2.55
C -0.77 0.41 -2.42
C -1.32 1.72 -2.66
C -2.24 1.95 -3.67
C -2.68 0.88 -4.45
C -2.22 -0.42 -4.17
C -1.27 -0.66 -3.17
C -0.55 2.67 -1.89
C 0.49 1.96 -1.19
C 1.46 2.71 -0.53
C 1.40 4.11 -0.55
C 0.38 4.79 -1.24
C -0.60 4.06 -1.93
H 2.34 0.43 0.26
H 4.33 -1.05 0.22
H 4.63 -2.69 -1.64
H 2.93 -2.76 -3.49
H 0.91 -1.42 -3.37
H -2.57 2.97 -3.86
H -3.38 1.04 -5.27
H -2.59 -1.26 -4.76
H -0.94 -1.67 -2.97
H 2.25 2.24 0.03
H 2.16 4.68 -0.01
H 0.35 5.87 -1.25
H -1.39 4.54 -2.51

68
Properties=species:S:1:pos:R:3 method="wB97M-V/def2-TZVPD" e_homo_ev="-15.815 / -15.814" charge=+3 orbital_gap_ev="5.13 / 6.04" spin_multiplicity=3 s_squared=2.044
V 0.24 -1.27 -0.17
C 2.37 -3.95 -0.50
C 3.17 -3.16 0.56
S 2.44 -1.45 0.76
C 2.18 -1.36 2.59
C 0.85 -2.06 3.11
S -0.58 -1.98 2.04
C -1.08 -3.72 1.71
C 0.05 -4.50 1.08
S 0.54 -3.79 -0.47
H 2.58 -3.56 -1.49
H 2.71 -5.02 -0.39
H 3.12 -3.60 1.54
H 4.20 -3.01 0.27
H 3.09 -1.81 3.08
H 2.20 -0.28 2.81
H 0.84 -3.14 3.36
H 0.56 -1.57 4.05
H -1.53 -4.20 2.61
H -1.94 -3.57 1.04
H 0.86 -4.48 1.83
H -0.33 -5.53 1.03
O -4.25 -0.96 -4.35
C -3.42 -1.07 -3.35
C -3.77 -1.17 -2.01
C -2.85 -1.18 -1.04
N -1.52 -1.14 -1.28
C -1.18 -1.11 -2.58
Br 0.75 -1.16 -2.76
C -2.05 -1.13 -3.63
H -5.19 -1.06 -4.10
H -4.82 -1.30 -1.68
H -3.06 -1.23 0.03
H -1.75 -1.07 -4.66
C 1.95 2.94 4.52
C 2.70 2.87 3.36
C 2.20 2.48 2.16
C 0.86 2.05 2.12
C 0.05 2.20 3.23
C 0.61 2.62 4.44
As 0.15 1.25 0.49
C -1.64 1.84 0.05
C -2.87 1.61 0.65
C -4.00 2.07 0.06
C -3.97 2.86 -1.09
C -2.75 3.18 -1.66
C -1.58 2.63 -1.12
C -0.27 2.72 -1.77
C -0.07 3.36 -3.01
C 1.20 3.34 -3.54
C 2.27 2.74 -2.88
C 2.05 2.11 -1.66
C 0.80 2.13 -1.12
H 2.34 3.29 5.47
H 3.75 3.22 3.44
H 2.85 2.46 1.31
H -0.96 1.93 3.15
H -0.13 2.74 5.30
H -2.98 0.98 1.51
H -4.97 1.88 0.52
H -4.92 3.26 -1.47
H -2.82 3.79 -2.56
H -0.88 3.87 -3.56
H 1.29 3.77 -4.53
H 3.22 2.75 -3.40
H 2.88 1.66 -1.17
I 4.53 -0.96 -1.98
I 5.68 -1.11 -4.34

76
Properties=species:S:1:pos:R:3 method="wB97M-V/def2-TZVPD" e_homo_ev="-4.343 / -4.442" charge=-1 orbital_gap_ev="5.56 / 5.58" spin_multiplicity=2 s_squared=0.771 de_lowest_kcal_mol=0.0
Tc 0.04 0.10 -0.11
N -3.87 -7.11 -0.46
C -3.67 -5.75 -0.19
C -3.18 -4.91 -1.19
C -3.03 -3.55 -0.94
C -3.35 -3.04 0.31
C -3.85 -3.87 1.30
C -4.01 -5.22 1.05
S -3.13 -1.31 0.61
O -3.87 -0.96 1.78
O -3.40 -0.64 -0.63
N -1.52 -1.14 0.87
C -0.67 -2.09 1.27
N 0.57 -1.78 0.80
C 1.61 -2.47 1.23
C 1.43 -3.57 2.05
C 0.12 -3.87 2.40
N -0.93 -3.15 2.05
H -3.30 -7.49 -1.19
H -3.88 -7.70 0.36
H -2.94 -5.31 -2.16
H -2.66 -2.89 -1.71
H -4.09 -3.45 2.27
H -4.40 -5.87 1.82
H 2.59 -2.15 0.88
H 2.26 -4.16 2.40
H -0.09 -4.73 3.03
S 0.45 4.55 1.70
As -0.76 2.87 1.72
S 0.68 0.97 2.11
S -1.12 2.09 -0.34
S -2.35 2.58 2.98
S -0.70 -0.54 -2.15
C 0.53 -0.24 -3.29
N 0.31 -0.44 -4.64
C 1.33 0.00 -5.56
C 2.69 -0.37 -5.01
N 2.87 0.25 -3.71
C 4.24 0.24 -3.22
C 4.85 -1.14 -3.12
C 5.93 -1.49 -3.93
C 6.47 -2.76 -3.88
C 5.93 -3.71 -3.03
C 4.85 -3.38 -2.23
C 4.31 -2.11 -2.27
C 1.79 0.13 -2.83
S 1.99 0.44 -1.15
C -1.02 -0.61 -5.19
C -1.17 -1.95 -5.87
C -1.05 -3.12 -5.11
C -1.16 -4.36 -5.72
C -1.40 -4.45 -7.08
C -1.51 -3.30 -7.84
C -1.39 -2.05 -7.23
H 1.28 1.09 -5.72
H 1.18 -0.50 -6.52
H 3.48 0.00 -5.67
H 2.78 -1.46 -4.96
H 4.25 0.73 -2.24
H 4.84 0.85 -3.90
H 6.35 -0.75 -4.60
H 7.32 -3.01 -4.51
H 6.36 -4.71 -2.99
H 4.42 -4.12 -1.56
H 3.46 -1.85 -1.65
H -1.23 0.19 -5.91
H -1.74 -0.52 -4.38
H -0.86 -3.04 -4.05
H -1.07 -5.26 -5.12
H -1.49 -5.42 -7.55
H -1.69 -3.36 -8.91
H -1.49 -1.15 -7.83
I 3.56 1.25 3.66
C 2.31 1.71 1.97
H 2.86 1.35 1.11
H 2.21 2.80 1.94

66
Properties=species:S:1:pos:R:3 method="wB97M-V/def2-TZVPD" e_homo_ev=-11.806 charge=+1 orbital_gap_ev=7.12
C 2.24 -0.02 1.37
C 2.28 -0.72 0.15
C 1.91 0.17 -0.89
H 2.53 -1.76 0.03
C 1.68 1.43 -0.30
C 1.88 1.32 1.09
H 1.34 2.31 -0.81
C -1.25 -1.62 1.74
C -0.15 -2.34 1.24
C -0.24 -2.34 -0.17
H 0.64 -2.78 1.82
C -1.39 -1.62 -0.56
C -2.01 -1.18 0.64
H 1.85 -0.06 -1.94
H 1.71 2.09 1.81
H 2.45 -0.42 2.35
H -2.89 -0.57 0.71
H 0.46 -2.80 -0.84
H -1.45 -1.41 2.78
Ce 0.05 -0.09 0.52
C -1.92 -1.41 -1.96
C -3.43 -1.68 -1.94
C -1.24 -2.36 -2.94
H -3.63 -2.69 -1.58
H -3.85 -1.57 -2.93
H -3.95 -0.99 -1.27
H -1.43 -3.40 -2.67
H -0.16 -2.21 -2.95
H -1.62 -2.20 -3.94
C -1.63 0.04 -2.34
C -2.17 0.57 -3.66
H -0.54 0.18 -2.35
H -1.98 0.70 -1.55
O -3.07 0.05 -4.30
N -1.56 1.71 -4.10
C -0.38 2.34 -3.57
H -1.89 2.00 -5.01
C 0.94 1.76 -4.03
C 2.12 2.38 -3.64
H 2.08 3.26 -3.00
C 3.35 1.89 -4.04
H 4.26 2.39 -3.73
C 3.42 0.76 -4.85
H 4.38 0.37 -5.16
C 2.25 0.13 -5.24
H 2.29 -0.75 -5.86
C 1.02 0.63 -4.83
H 0.11 0.13 -5.15
H -0.41 2.31 -2.48
H -0.42 3.39 -3.84
O 2.59 2.34 5.66
S 2.05 0.90 5.61
O 3.20 -0.07 5.28
N 1.43 1.00 3.97
C 0.18 0.72 3.87
O -0.50 0.73 2.69
C -0.46 0.37 5.15
C -1.78 -0.01 5.37
C -2.17 -0.35 6.68
C -1.24 -0.30 7.74
C 0.09 0.08 7.49
C 0.45 0.41 6.18
H -2.50 -0.05 4.56
H -3.19 -0.65 6.88
H -1.54 -0.57 8.74
H 0.82 0.11 8.29

78
Properties=species:S:1:pos:R:3 method="wB97M-V/def2-TZVPD" e_homo_ev=-10.223 charge=+1 orbital_gap_ev=7.09 de_lowest_kcal_mol=24.3
Sc 0.09 0.15 -0.18
C 0.41 3.11 1.25
N -0.54 1.99 1.36
C -0.49 1.40 2.70
C 0.87 0.77 2.90
N 1.23 0.06 1.68
C 2.47 -0.51 1.65
C 2.64 -1.62 0.80
F 1.50 -1.99 0.13
C 3.81 -2.30 0.57
F 3.84 -3.31 -0.29
C 4.95 -1.91 1.25
F 6.10 -2.53 1.06
C 4.85 -0.84 2.13
F 5.93 -0.44 2.78
C 3.66 -0.17 2.33
F 3.70 0.89 3.16
C -1.88 2.45 1.03
C -1.97 2.74 -0.46
N -1.12 1.80 -1.20
C -0.98 2.05 -2.54
C -0.35 1.07 -3.31
F -0.04 -0.07 -2.61
C -0.03 1.13 -4.64
F 0.63 0.13 -5.22
C -0.40 2.25 -5.35
F -0.10 2.38 -6.64
C -1.09 3.25 -4.68
F -1.48 4.33 -5.34
C -1.38 3.15 -3.33
F -2.06 4.19 -2.81
H 0.18 3.88 2.00
H 0.33 3.56 0.27
H 1.43 2.77 1.41
H -1.27 0.63 2.76
H -0.68 2.15 3.47
H 0.82 0.07 3.74
H 1.59 1.55 3.17
H -2.14 3.35 1.60
H -2.59 1.67 1.31
H -1.67 3.77 -0.64
H -3.01 2.64 -0.78
C -2.55 -1.94 -2.23
C -3.66 -1.66 -1.24
S -3.20 -0.39 -0.01
C -3.71 -1.18 1.55
C -2.99 -2.47 1.91
S -1.17 -2.32 1.80
C -0.78 -3.83 0.88
C -1.31 -3.88 -0.55
S -0.93 -2.37 -1.51
H -2.33 -1.05 -2.83
H -2.83 -2.75 -2.91
H -3.96 -2.55 -0.69
H -4.53 -1.29 -1.78
H -4.79 -1.35 1.51
H -3.52 -0.41 2.30
H -3.29 -3.29 1.27
H -3.24 -2.73 2.94
H -1.17 -4.68 1.44
H 0.30 -3.89 0.89
H -2.39 -4.01 -0.57
H -0.85 -4.71 -1.08
N 5.77 1.40 -4.86
C 5.46 0.22 -4.32
S 6.29 -1.16 -4.64
C 4.36 0.22 -3.32
C 4.10 1.30 -2.48
C 3.07 1.22 -1.57
N 2.26 0.16 -1.45
C 2.51 -0.87 -2.27
C 3.53 -0.89 -3.20
H 6.52 1.43 -5.54
H 5.19 2.22 -4.74
H 4.72 2.19 -2.49
H 2.89 2.04 -0.88
H 1.85 -1.73 -2.20
H 3.68 -1.76 -3.82

What did the third record say?
60
Properties=species:S:1:pos:R:3 method="wB97M-V/def2-TZVPD" e_homo_ev=-6.306 charge=0 orbital_gap_ev=3.77
C 3.68 -1.87 3.08
C 2.85 -0.62 2.89
O 1.54 -1.05 2.41
C 0.70 -0.03 2.06
C -0.63 -0.56 1.74
C -1.63 0.47 1.55
O -1.63 1.32 0.66
C -2.82 0.42 2.53
C -3.90 -0.58 2.10
C -3.38 -1.96 1.68
C -2.28 -2.46 2.60
C -0.88 -1.85 2.43
O 1.06 1.15 2.09
H 4.66 -1.58 3.46
H 3.22 -2.55 3.80
H 3.81 -2.40 2.13
H 2.72 -0.08 3.84
H 3.30 0.05 2.15
H -2.44 0.18 3.53
H -3.27 1.42 2.55
H -4.59 -0.72 2.94
H -4.49 -0.15 1.29
H -4.22 -2.67 1.74
H -3.05 -1.97 0.63
H -2.58 -2.30 3.64
H -2.17 -3.55 2.49
H -0.23 -2.62 1.97
H -0.49 -1.74 3.46
C 0.37 0.55 -1.53
C 1.45 -0.40 -1.51
C 2.46 -0.31 -0.53
C 3.57 -1.14 -0.56
C 3.75 -2.05 -1.61
C 2.78 -2.12 -2.63
C 1.64 -1.34 -2.55
C -0.77 0.41 -2.42
C -1.32 1.72 -2.66
C -2.24 1.95 -3.67
C -2.68 0.88 -4.45
C -2.22 -0.42 -4.17
C -1.27 -0.66 -3.17
C -0.55 2.67 -1.89
C 0.49 1.96 -1.19
C 1.46 2.71 -0.53
C 1.40 4.11 -0.55
C 0.38 4.79 -1.24
C -0.60 4.06 -1.93
H 2.34 0.43 0.26
H 4.33 -1.05 0.22
H 4.63 -2.69 -1.64
H 2.93 -2.76 -3.49
H 0.91 -1.42 -3.37
H -2.57 2.97 -3.86
H -3.38 1.04 -5.27
H -2.59 -1.26 -4.76
H -0.94 -1.67 -2.97
H 2.25 2.24 0.03
H 2.16 4.68 -0.01
H 0.35 5.87 -1.25
H -1.39 4.54 -2.51